{"formula": "C14H9GaNO9S5", "method": "ωB97M-V/def2-TZVPD", "elements": ["Ga", "O", "C", "O", "C", "O", "C", "C", "O", "O", "H", "H", "H", "H", "H", "S", "C", "S", "C", "C", "S", "S", "S", "O", "C", "O", "C", "C", "C", "C", "C", "C", "N", "O", "O", "H", "H", "H", "H"], "positions_angstrom": [[-0.6822, 0.1451, -0.0382], [4.1392, -0.5734, 0.3813], [2.8268, -0.3199, 0.2074], [2.3402, 0.7712, 0.2896], [2.0460, -1.5998, -0.0216], [0.8234, -1.3989, -0.7079], [0.9495, -1.1606, -2.1219], [0.6889, 0.2998, -2.4909], [1.0423, 0.6871, -3.5904], [-0.0018, 0.9556, -1.6154], [4.5630, 0.2650, 0.5938], [2.6774, -2.3156, -0.5407], [1.7963, -1.9975, 0.9593], [1.9305, -1.4621, -2.4819], [0.1879, -1.7546, -2.6221], [-3.3758, 1.2568, 6.4258], [-2.6691, 1.0459, 4.9515], [-2.8965, 2.1029, 3.6103], [-1.9059, 1.2561, 2.4433], [-1.3336, 0.1261, 2.8830], [-0.2974, -0.9487, 1.9714], [-1.6802, -0.3041, 4.5428], [-1.7488, 1.9625, 0.8491], [-3.0811, -2.4160, 0.0976], [-2.7075, -1.8900, -0.9330], [-1.8487, -0.9267, -1.0628], [-3.2792, -2.3519, -2.2636], [-2.8721, -1.7864, -3.4674], [-3.3906, -2.2493, -4.6685], [-4.3224, -3.2712, -4.6401], [-4.7523, -3.8390, -3.4532], [-4.2204, -3.3735, -2.2624], [-4.8783, -3.7739, -5.9189], [-4.4029, -3.3478, -6.9578], [-5.7842, -4.5909, -5.8711], [-2.1585, -0.9730, -3.4525], [-3.0857, -1.8297, -5.6161], [-5.4877, -4.6297, -3.4775], [-4.5199, -3.7917, -1.3098]], "lumo_energy_ev": 1.348, "gap_ev": 6.1, "charge": -1, "homo_energy_ev": -4.80}



{"formula": "C53H87B2GeHgN12S6Se", "method": "ωB97M-V/def2-TZVPD", "elements": ["Hg", "C", "C", "C", "C", "N", "N", "B", "N", "N", "C", "C", "C", "C", "C", "S", "C", "C", "C", "C", "N", "N", "C", "C", "C", "C", "C", "S", "C", "C", "C", "C", "C", "S", "C", "C", "C", "C", "H", "H", "H", "H", "H", "H", "H", "H", "H", "H", "H", "H", "H", "H", "H", "H", "H", "H", "H", "H", "H", "H", "H", "H", "H", "H", "H", "H", "H", "H", "H", "H", "H", "H", "H", "H", "H", "H", "H", "C", "C", "C", "C", "N", "C", "C", "N", "B", "N", "C", "C", "N", "C", "S", "C", "C", "C", "C", "N", "C", "C", "N", "C", "S", "C", "C", "C", "C", "C", "S", "H", "H", "H", "H", "H", "H", "H", "H", "H", "H", "H", "H", "H", "H", "H", "H", "H", "H", "H", "H", "H", "H", "H", "H", "H", "H", "H", "H", "H", "H", "H", "H", "H", "H", "C", "Ge", "C", "C", "C", "Se", "C", "H", "H", "H", "H", "H", "H", "H", "H", "H", "H", "H", "H", "H", "H"], "positions_angstrom": [[-1.1421, -0.3021, 0.7978], [-1.5063, 5.1300, 0.6176], [-0.4182, 4.3965, -0.1004], [0.7032, 5.0222, -0.5222], [1.7302, 4.2821, -1.1582], [1.6356, 2.9953, -1.3533], [0.4870, 2.3609, -0.9844], [0.2357, 0.9337, -1.4395], [-0.8447, 0.8974, -2.5723], [0.0102, 1.3082, -3.5573], [-0.3519, 1.4137, -4.7897], [-1.6957, 1.1512, -5.1487], [-2.5899, 0.7878, -4.2037], [-4.0183, 0.5568, -4.5844], [-2.1777, 0.6043, -2.8152], [-3.3215, 0.0876, -1.7099], [0.7474, 1.8331, -5.7635], [1.9001, 0.8203, -5.6655], [0.2346, 1.8821, -7.2029], [1.2586, 3.2181, -5.3521], [1.3109, -0.1062, -1.5420], [2.6239, 0.2868, -1.5426], [3.5299, -0.5825, -1.8827], [3.2076, -1.8999, -2.2935], [1.9360, -2.3457, -2.1779], [1.5994, -3.7712, -2.5253], [0.9542, -1.4324, -1.7025], [-0.5984, -1.9261, -1.3130], [5.0026, -0.1836, -1.8749], [5.5563, -0.2969, -3.3014], [5.1883, 1.2373, -1.3766], [5.7633, -1.1356, -0.9379], [-0.5377, 3.0011, -0.3570], [-1.9413, 2.1538, 0.0169], [2.9888, 4.9960, -1.6791], [3.2697, 4.5581, -3.1247], [2.8181, 6.5165, -1.6622], [4.1763, 4.6391, -0.7792], [-1.2850, 6.1974, 0.6541], [-1.5914, 4.7452, 1.6390], [-2.4726, 4.9727, 0.1349], [0.8063, 6.0898, -0.3742], [-2.0190, 1.2588, -6.1757], [-4.1810, 0.8273, -5.6295], [-4.6808, 1.1367, -3.9417], [-4.2861, -0.4867, -4.4315], [1.5712, -0.1781, -5.9728], [2.2653, 0.7600, -4.6368], [2.7244, 1.1276, -6.3169], [-0.1266, 0.9039, -7.5349], [1.0486, 2.1819, -7.8667], [-0.5747, 2.6094, -7.3171], [1.5774, 3.2032, -4.3094], [0.4757, 3.9751, -5.4661], [2.1095, 3.5060, -5.9778], [3.9828, -2.5688, -2.6518], [1.9596, -3.9969, -3.5310], [0.5296, -3.9554, -2.4794], [2.0980, -4.4537, -1.8324], [4.9902, 0.3407, -3.9877], [5.5163, -1.3223, -3.6775], [6.6022, 0.0241, -3.3171], [4.5886, 1.9340, -1.9608], [6.2423, 1.5237, -1.4432], [4.8700, 1.3079, -0.3356], [5.7233, -2.1718, -1.2835], [5.3415, -1.0965, 0.0708], [6.8153, -0.8393, -0.8828], [2.5146, 4.9704, -3.8016], [3.2464, 3.4726, -3.2117], [4.2517, 4.9223, -3.4435], [1.9469, 6.8397, -2.2410], [3.7051, 6.9696, -2.1124], [2.7317, 6.9078, -0.6450], [4.2738, 3.5638, -0.7054], [4.0318, 5.0479, 0.2261], [5.1029, 5.0535, -1.1897], [-6.3126, 1.6598, 3.6715], [-5.0345, 1.7571, 2.8377], [-4.6398, 3.2176, 2.6022], [-5.2919, 1.1232, 1.4751], [-3.9275, 1.1188, 3.6394], [-3.5904, 1.6744, 4.8692], [-2.5894, 0.9454, 5.3788], [-2.2919, -0.0583, 4.4775], [-1.0786, -0.9691, 4.8480], [0.2180, -0.1242, 4.9682], [1.2004, -0.5897, 5.8238], [2.2795, 0.1892, 5.6877], [1.9662, 1.1664, 4.7484], [0.6849, 0.9649, 4.2941], [-0.1440, 1.8659, 3.1008], [2.9828, 2.1190, 4.2051], [4.2527, 2.0204, 5.0491], [2.4948, 3.5679, 4.2837], [3.3039, 1.6937, 2.7758], [-0.8184, -2.2870, 4.0269], [-1.3273, -3.4623, 4.5636], [-0.6846, -4.4974, 4.0118], [0.2545, -3.9805, 3.1224], [0.1319, -2.6144, 3.1003], [0.9621, -1.5306, 2.0594], [1.2116, -4.8525, 2.3556], [2.6504, -4.3336, 2.4479], [0.7619, -4.9473, 0.9005], [1.2002, -6.2495, 2.9834], [-3.1206, 0.0409, 3.4232], [-3.1531, -1.0863, 2.1124], [-7.1436, 2.0896, 3.1081], [-6.2268, 2.2013, 4.6161], [-6.5463, 0.6146, 3.8899], [-5.4311, 3.7139, 2.0356], [-3.7150, 3.2577, 2.0195], [-4.4953, 3.7666, 3.5342], [-6.0804, 1.7095, 0.9957], [-5.6234, 0.0910, 1.5549], [-4.4104, 1.1523, 0.8379], [-4.0787, 2.5448, 5.2713], [-2.0442, 1.0617, 6.3012], [-1.3143, -1.3694, 5.9668], [1.0365, -1.4469, 6.4584], [3.2329, 0.1217, 6.1776], [4.0529, 2.2335, 6.1019], [4.9577, 2.7664, 4.6819], [4.7298, 1.0416, 4.9626], [2.1814, 3.8047, 5.3052], [1.6566, 3.7464, 3.6158], [3.3193, 4.2338, 4.0116], [3.5383, 0.6257, 2.7462], [4.1647, 2.2565, 2.4197], [2.4588, 1.8741, 2.1095], [-2.1027, -3.4511, 5.3109], [-0.8276, -5.5475, 4.1787], [2.7991, -3.4358, 1.8564], [3.3196, -5.1147, 2.0762], [2.9177, -4.1122, 3.4854], [0.7095, -3.9555, 0.4451], [-0.2252, -5.4076, 0.8358], [1.4760, -5.5592, 0.3394], [1.4454, -6.2132, 4.0477], [1.9575, -6.8494, 2.4794], [0.2417, -6.7548, 2.8494], [-3.4755, -4.0219, -3.5250], [-4.4340, -4.6742, -1.9576], [-5.5464, -3.2331, -1.2525], [-5.5470, -6.2233, -2.4114], [-3.0762, -5.3183, -0.6875], [-2.6836, -4.1237, 0.8083], [-4.2800, -4.5164, 1.8396], [-4.1811, -3.6867, -4.2889], [-2.8414, -4.8036, -3.9527], [-2.8473, -3.1754, -3.2330], [-5.9884, -2.6920, -2.0938], [-4.9325, -2.5319, -0.6783], [-6.3543, -3.6066, -0.6199], [-6.3088, -5.9617, -3.1516], [-6.0511, -6.5949, -1.5164], [-4.9311, -7.0274, -2.8213], [-2.1333, -5.4054, -1.2324], [-3.3212, -6.3011, -0.2842], [-5.1694, -4.2889, 1.2547], [-4.2471, -3.8751, 2.7166], [-4.2817, -5.5617, 2.1403]], "lumo_energy_ev": [-0.175, -0.431], "gap_ev": [5.1, 6.3], "de_lowest_ev": 0.835, "spin_multiplicity": 2, "homo_energy_ev": [-5.26, -6.77]}



{"formula": "C34H27BClF4N7O3S6Ti", "method": "ωB97M-V/def2-TZVPD", "elements": ["Ti", "S", "C", "C", "C", "C", "C", "C", "C", "C", "C", "N", "H", "H", "H", "H", "H", "H", "Cl", "C", "C", "C", "C", "N", "C", "H", "H", "H", "H", "F", "B", "F", "F", "F", "O", "S", "O", "O", "S", "S", "C", "N", "C", "C", "S", "H", "H", "H", "H", "H", "S", "C", "N", "C", "C", "C", "C", "C", "C", "H", "H", "H", "H", "H", "N", "C", "C", "C", "C", "C", "C", "C", "N", "C", "C", "N", "C", "H", "H", "H", "H", "H", "H", "H"], "positions_angstrom": [[-0.2093, -0.8288, -0.7787], [1.4421, -3.6523, -3.9777], [0.1319, -2.7915, -4.7046], [-0.5174, -1.9785, -3.8306], [0.0209, -1.9836, -2.5173], [1.0587, -2.8805, -2.4333], [1.6079, -3.2147, -1.1686], [2.7170, -4.0422, -0.9613], [3.0971, -4.3504, 0.3227], [2.3345, -3.8408, 1.3819], [1.2704, -3.0077, 1.1079], [0.9075, -2.6565, -0.1293], [-0.0776, -2.9425, -5.7461], [-1.3882, -1.4066, -4.1193], [3.2499, -4.4180, -1.8239], [3.9638, -4.9684, 0.5091], [2.5762, -4.0964, 2.4019], [0.6596, -2.6072, 1.9116], [-4.1097, 2.5819, 2.6007], [-2.8787, 2.6482, 1.3926], [-2.7186, 3.7958, 0.6277], [-1.6938, 3.7970, -0.3000], [-0.9230, 2.6553, -0.4614], [-1.1104, 1.5384, 0.2452], [-2.0558, 1.5498, 1.1757], [-3.3659, 4.6483, 0.7727], [-1.4931, 4.6670, -0.9047], [-0.0981, 2.6611, -1.1540], [-2.1523, 0.6551, 1.7854], [2.2884, 4.0330, -1.0256], [2.4465, 2.8374, -0.3481], [1.8066, 2.9057, 0.8773], [3.7893, 2.5673, -0.1680], [1.8623, 1.8000, -1.1021], [-4.0584, -2.3677, 3.6094], [-3.6513, -1.8862, 2.3096], [-4.1740, -2.6328, 1.1889], [-4.2855, -0.4084, 2.1881], [-1.7001, -1.6083, 2.2719], [-2.3610, -2.1004, -0.9440], [-3.7057, -1.1139, -1.0934], [-3.9461, -0.0108, -0.4869], [-5.2183, 0.5838, -0.8029], [-5.6757, 0.0889, -2.1786], [-4.9748, -1.5926, -2.2973], [-4.1681, -0.2707, 1.2296], [-5.1214, 1.6734, -0.7772], [-5.9462, 0.2877, -0.0347], [-5.2507, 0.6858, -2.9913], [-6.7562, 0.0437, -2.2906], [-1.7359, 1.7054, -4.1919], [-1.6361, 1.0056, -2.5977], [-0.4571, 0.4940, -2.2773], [0.4494, 0.6607, -3.2867], [1.7778, 0.2130, -3.3008], [2.5476, 0.4185, -4.4240], [2.0330, 1.0553, -5.5485], [0.7198, 1.5000, -5.5650], [-0.0509, 1.3048, -4.4348], [-2.5111, 0.9749, -1.9746], [2.1673, -0.2765, -2.4195], [3.5692, 0.0678, -4.4312], [2.6620, 1.2006, -6.4137], [0.2993, 1.9746, -6.4378], [3.0246, 1.4010, 9.0362], [2.8532, 1.1909, 7.9119], [2.6715, 0.9372, 6.5528], [3.5138, 0.0245, 5.8893], [3.3567, -0.2097, 4.5470], [2.3540, 0.4445, 3.8186], [1.5045, 1.3452, 4.4753], [1.6618, 1.5890, 5.8159], [2.2086, 0.1828, 2.4553], [3.2104, -0.1343, 1.5751], [2.6149, -0.3563, 0.3747], [1.2659, -0.1844, 0.4975], [1.0536, 0.1476, 1.7552], [4.2713, -0.5023, 6.4516], [3.9875, -0.9310, 4.0504], [0.7418, 1.8617, 3.9135], [1.0077, 2.2799, 6.3286], [4.2441, -0.1236, 1.8466], [3.0858, -0.5979, -0.5617], [0.0911, 0.2907, 2.2082]], "lumo_energy_ev": [3.432, 3.441], "gap_ev": [3.6, 5.7], "de_lowest_ev": 2.729, "spin_multiplicity": 3, "charge": -2, "homo_energy_ev": [-0.17, -2.24]}



{"formula": "C23H19F6N6O4PtS2SbTe", "method": "ωB97M-V/def2-TZVPD", "elements": ["Pt", "N", "C", "N", "C", "C", "S", "C", "C", "S", "C", "N", "N", "H", "H", "H", "H", "H", "H", "O", "C", "O", "C", "C", "N", "N", "C", "C", "O", "O", "H", "H", "H", "Te", "C", "C", "C", "C", "C", "C", "C", "C", "C", "C", "C", "C", "H", "H", "H", "H", "H", "H", "H", "H", "H", "H", "F", "Sb", "F", "F", "F", "F", "F"], "positions_angstrom": [[0.8771, -0.8861, 1.8446], [2.8793, -3.7269, 2.0004], [2.7731, -2.9637, 3.0880], [2.0189, -1.8870, 3.1626], [1.9044, -1.4275, 4.4678], [2.7492, -2.0570, 5.3613], [3.5860, -3.3207, 4.6107], [0.7976, -0.5899, 4.7056], [0.2468, -0.1519, 5.9068], [-1.3050, 0.4639, 5.6674], [-1.1876, 0.0935, 3.9463], [0.0116, -0.3482, 3.6028], [-2.2110, 0.2066, 3.1285], [1.9875, -3.8215, 1.4625], [3.4382, -4.5684, 2.0654], [2.8686, -1.8440, 6.4132], [0.6797, -0.2074, 6.8947], [-3.1238, 0.4236, 3.5050], [-2.1996, -0.4117, 2.3138], [0.1023, -0.7708, -4.0495], [0.9857, -1.6807, -3.6272], [1.4650, -2.4967, -4.3470], [1.4009, -1.6457, -2.1781], [2.4324, -2.4529, -1.7309], [2.5606, -2.2643, -0.4111], [1.6974, -1.3684, 0.0399], [0.9672, -0.9847, -1.0150], [-0.0846, -0.0262, -0.6571], [-0.7651, 0.4843, -1.6250], [-0.2645, 0.2688, 0.5339], [-0.2060, -0.2128, -3.3260], [3.0547, -3.1361, -2.2875], [3.2425, -2.6735, 0.2148], [-2.0388, 2.0813, -1.5027], [-2.2577, 2.0784, -3.5244], [-3.3473, 1.3167, -3.9769], [-3.6143, 1.2764, -5.3322], [-2.8167, 2.0031, -6.2104], [-1.7515, 2.7751, -5.7474], [-1.4597, 2.8229, -4.3992], [-0.4880, 3.3472, -1.0491], [0.7203, 3.3120, -1.7501], [1.7441, 4.1364, -1.3249], [1.5631, 4.9832, -0.2303], [0.3591, 5.0018, 0.4574], [-0.6719, 4.1632, 0.0669], [-3.9725, 0.7567, -3.2901], [-4.4429, 0.6893, -5.7025], [-3.0329, 1.9798, -7.2703], [-1.1560, 3.3480, -6.4447], [-0.6491, 3.4461, -4.0416], [0.8644, 2.6719, -2.6135], [2.6823, 4.1399, -1.8631], [2.3680, 5.6347, 0.0806], [0.2154, 5.6509, 1.3093], [-1.6134, 4.1849, 0.6037], [0.0639, -3.5844, 0.9949], [-1.5916, -3.7660, 2.0435], [-0.5914, -3.0952, 3.5343], [-3.1674, -3.7906, 3.0233], [-1.0410, -5.4953, 2.4499], [-2.3859, -4.1942, 0.4182], [-1.8705, -1.8899, 1.6097]], "lumo_energy_ev": [-9.851, -11.812], "gap_ev": [7.5, 5.5], "de_lowest_ev": 0.000, "spin_multiplicity": 2, "charge": 3, "homo_energy_ev": [-17.34, -17.35]}



no.,E_tot (Eh)
1,-5186.72881
2,-9799.63646
3,-6044.32991
4,-3539.70881